Record 1
Entry from the OMol25 dataset: an isolated molecule of C6H12O (the ωB97M-V functional and the def2-TZVPD basis).

The geometry in XYZ format:
```
19
Properties=species:S:1:pos:R:3:lowdin_charge:R:1
C -0.29863 1.91738 2.18339 -0.077
C -0.62102 0.81859 1.19351 -0.274
O 0.57477 0.33190 0.60022 -0.111
C 0.52896 0.34192 -0.78800 -0.330
C 1.47449 -0.55127 -1.54689 -0.053
C -0.00682 -0.84298 -1.53929 -0.281
C -0.52229 -2.04285 -0.77941 -0.068
H 0.24070 2.73183 1.68945 0.078
H 0.33642 1.55251 2.99476 0.076
H -1.21695 2.33082 2.60808 0.075
H -1.30681 1.21420 0.42068 0.125
H -1.14053 -0.02659 1.66102 0.117
H 0.37166 1.34076 -1.20228 0.149
H 2.12009 -1.22504 -0.98736 0.113
H 1.92987 -0.15381 -2.45209 0.100
H -0.54576 -0.60564 -2.45307 0.130
H -1.58218 -1.93417 -0.52298 0.075
H -0.41958 -2.95971 -1.36929 0.075
H 0.03214 -2.17955 0.15388 0.081
```

## Properties
- HOMO level: -0.340 hartree
- DFT total energy: -8462.8276 eV
- SMILES string: CCO[C@H]1C[C@H]1C
- Energy relative to the best compared isomer or geometry (same formula, charge and spin): 147.27 kJ/mol

=====

Record 2
Entry from the OMol25 dataset: a structure of composition C37H36BCaClN10O at a distorted geometry (the ωB97M-V functional and the def2-TZVPD basis).

The geometry in XYZ format:
```
87
Properties=species:S:1:pos:R:3:lowdin_charge:R:1
Ca 0.29073 0.63718 0.87634 1.355
Cl 7.21622 1.93663 -0.06823 0.626
C 5.63323 1.59130 0.59499 -0.680
C 5.45580 0.47403 1.43111 -0.094
C 4.23061 0.18604 1.96472 -0.002
C 3.08755 0.98452 1.68478 -0.383
O 1.93959 0.70371 2.19742 -0.228
C 3.28864 2.10857 0.81562 -0.143
C 2.22854 3.00292 0.37847 -0.086
N 0.97902 2.86042 0.64823 -0.008
C -0.01884 3.79775 0.26316 -0.210
C 0.21287 5.10812 -0.02820 -0.017
C -0.84494 5.97873 -0.39730 -0.065
C -2.12627 5.52792 -0.45014 -0.036
C -2.41473 4.17734 -0.12012 -0.157
C -3.72869 3.64570 -0.17052 -0.001
C -3.95496 2.34529 0.14651 -0.034
C -2.85477 1.54795 0.53417 -0.117
N -1.62730 2.00143 0.58516 0.008
C -1.37778 3.31440 0.24595 -0.167
C 4.57232 2.38962 0.30140 -0.100
H 6.30994 -0.15598 1.64887 0.106
H 4.08684 -0.66657 2.61624 0.114
H 2.56779 3.83359 -0.24987 0.123
H 1.22049 5.49955 0.04018 0.109
H -0.62082 7.01253 -0.62601 0.107
H -2.93675 6.19070 -0.72820 0.114
H -4.54597 4.29383 -0.46919 0.122
H -4.94516 1.91184 0.10912 0.110
H -2.98700 0.50133 0.79723 0.116
H 4.70981 3.24731 -0.34922 0.113
C -4.25358 -2.81173 -2.05726 -0.040
C -3.09551 -3.21898 -1.19572 -0.361
C -2.77939 -4.48068 -0.66673 -0.003
C -1.62927 -4.28866 0.05973 -0.276
C -0.94931 -5.33973 0.87680 -0.014
N -1.26784 -2.98231 -0.06272 0.036
N -2.21054 -2.32014 -0.82546 0.093
B -0.16916 -2.02775 0.48553 -0.492
N -0.10265 -1.84913 2.06712 0.025
N -0.77230 -0.71193 2.50484 -0.021
C -0.71820 -0.69728 3.82169 -0.349
C -1.32651 0.43436 4.58245 -0.023
C 0.00051 -1.81133 4.28338 0.016
C 0.39863 -2.48756 3.15303 -0.276
C 1.34891 -3.63464 3.08497 -0.012
N 1.24790 -1.98117 -0.23060 0.044
N 1.50875 -0.71065 -0.73515 0.004
C 2.61985 -0.79986 -1.44193 -0.337
C 3.12488 0.37903 -2.20863 -0.019
C 3.12182 -2.11079 -1.39510 0.012
C 2.22742 -2.82559 -0.63225 -0.271
C 2.25718 -4.29223 -0.36689 -0.010
H -4.91726 -3.65455 -2.24695 0.071
H -3.91557 -2.43577 -3.02489 0.064
H -4.84440 -2.02525 -1.58532 0.071
H -3.32280 -5.40781 -0.76943 0.106
H -1.60636 -6.20878 0.91356 0.082
H -0.79059 -5.03110 1.90610 0.069
H 0.00082 -5.67019 0.46296 0.059
H -0.64518 -0.99940 0.12130 0.027
H -1.82577 1.12718 3.90547 0.067
H -0.56597 0.99044 5.13322 0.082
H -2.06456 0.07643 5.30146 0.078
H 0.24942 -2.06615 5.30168 0.111
H 1.31918 -4.19452 4.01934 0.089
H 2.36994 -3.26983 2.94458 0.091
H 1.14349 -4.32403 2.27764 0.029
H 2.49394 1.24835 -2.02556 0.057
H 3.09573 0.16576 -3.27924 0.082
H 4.15249 0.63053 -1.94231 0.073
H 4.00801 -2.49953 -1.87367 0.111
H 3.21866 -4.68415 -0.69525 0.085
H 1.48274 -4.81051 -0.93380 0.083
H 2.13996 -4.54413 0.68258 0.048
N -4.34021 2.60639 -5.78559 0.161
C -3.52129 2.33881 -5.02562 -0.165
C -2.48192 2.01781 -4.05805 -0.221
C -2.50298 0.81162 -3.37883 0.003
C -1.50498 0.56369 -2.44769 -0.106
N -0.53093 1.43855 -2.17632 0.086
C -0.51887 2.58761 -2.85603 -0.128
C -1.46699 2.92779 -3.80371 -0.010
H -3.28097 0.08150 -3.55868 0.114
H -1.51308 -0.36711 -1.88516 0.078
H 0.28044 3.28411 -2.62261 0.111
H -1.42172 3.87726 -4.31894 0.121
```

## Properties
- HOMO level: -0.277 hartree
- DFT total energy: -87545.3821 eV
- Energy relative to the best compared isomer or geometry (same formula, charge and spin): 146.60 kJ/mol

=====

Record 3
Entry from the OMol25 dataset: an isolated molecule of CH8P4 at a distorted geometry (the ωB97M-V functional and the def2-TZVPD basis).

The geometry in XYZ format:
```
13
Properties=species:S:1:pos:R:3:lowdin_charge:R:1
C 0.96053 0.54590 1.90781 -0.285
P -1.39909 -1.93094 -1.80040 0.376
P -1.02876 1.83527 -0.33465 0.456
P 0.16878 -1.57826 -0.33642 0.217
P 0.80110 0.60040 -0.34328 0.272
H 1.89189 0.11653 2.22372 -0.015
H 0.08762 -0.13936 2.16387 -0.001
H 0.78813 1.56158 2.11604 -0.051
H -2.55825 -2.17941 -1.00068 -0.165
H -1.00981 -3.24644 -1.67226 -0.189
H -1.78259 0.64784 -0.40925 -0.215
H -0.87750 1.96905 -1.68361 -0.205
H 0.94239 -2.14602 -1.31669 -0.195
```

## Properties
- HOMO level: -0.303 hartree
- DFT total energy: -38319.4682 eV
- SMILES string: CP(#[PH2])[PH]#[PH2]
- Energy relative to the best compared isomer or geometry (same formula, charge and spin): 0.00 kJ/mol

=====

energy relative to the best compared isomer or geometry (same formula, charge and spin) of number 2 (C37H36BCaClN10O)? 146.60 kJ/mol